Entry 1:
ORCA calculation (ωB97M-V/def2-TZVPD) on one molecule with the formula C5H8S at a distorted geometry.

## Properties
molar mass = 100.19 Da
multiplicity = 1
Kohn-Sham gap = 9.4401 eV
electronic energy = -16147.718 eV
structure (SMILES) = C=CC(=C)SC
HOMO energy = -8.5 eV
LUMO energy = 0.90 eV
net charge = 0

CARTESIAN COORDINATES (ANGSTROEM)
1 C 2.736 0.884 0.252
2 C 1.479 1.114 -0.165
3 C 0.187 0.269 -0.048
4 C 0.333 -1.054 -0.093
5 S -1.292 1.324 0.024
6 C -2.518 -0.007 0.109
7 H 3.434 1.572 -0.244
8 H 3.275 0.130 0.731
9 H 1.320 2.082 -0.738
10 H -0.400 -1.889 -0.017
11 H 1.369 -1.342 -0.181
12 H -2.630 -0.701 1.046
13 H -2.478 -0.571 -0.799
14 H -3.546 0.354 0.111


Entry 2:
ORCA calculation (ωB97M-V/def2-TZVPD) on one molecule with the formula C4H4O2.

## Properties
molar mass = 84.07 Da
multiplicity = 1
Kohn-Sham gap = 10.1204 eV
electronic energy = -8304.991 eV
structure (SMILES) = C#CC(=O)CO
HOMO energy = -10.3 eV
LUMO energy = -0.14 eV
net charge = 0

CARTESIAN COORDINATES (ANGSTROEM)
1 C 2.165 0.249 0.993
2 C 1.294 -0.077 0.225
3 C 0.228 -0.415 -0.721
4 O 0.378 -1.261 -1.573
5 C -1.097 0.316 -0.509
6 O -1.930 -0.450 0.336
7 H 2.953 0.522 1.662
8 H -0.918 1.327 -0.111
9 H -1.606 0.389 -1.472
10 H -1.468 -0.600 1.171


Entry 3:
ORCA calculation (ωB97M-V/def2-TZVPD) on one molecule with the formula C4H9NO.

## Properties
molar mass = 87.12 Da
multiplicity = 1
Kohn-Sham gap = 7.4360 eV
electronic energy = -7828.515 eV
HOMO energy = -7.0 eV
LUMO energy = 0.45 eV
net charge = 0

CARTESIAN COORDINATES (ANGSTROEM)
1 C 2.256 -0.294 0.169
2 C 0.967 0.384 -0.282
3 C -0.227 -0.091 0.513
4 O -0.201 -0.930 1.371
5 N -1.524 0.542 0.204
6 C -2.649 -0.323 -0.517
7 H 2.203 -1.373 0.013
8 H 3.112 0.096 -0.387
9 H 2.437 -0.127 1.235
10 H 1.044 1.475 -0.162
11 H 0.770 0.208 -1.346
12 H -1.422 1.407 -0.326
13 H -2.274 -0.431 -1.545
14 H -2.506 -1.298 -0.025
15 H -1.985 0.756 1.085


Entry 4:
ORCA calculation (ωB97M-V/def2-TZVPD) on C6H12N2 as an isolated structure at a distorted geometry.

## Properties
molar mass = 112.18 Da
multiplicity = 1
Kohn-Sham gap = 8.1165 eV
electronic energy = -9392.538 eV
HOMO energy = -8.4 eV
LUMO energy = -0.29 eV
net charge = 0

CARTESIAN COORDINATES (ANGSTROEM)
1 C 0.385 0.540 1.141
2 C -0.432 0.324 -1.175
3 C 0.644 -0.381 -0.653
4 C 0.119 -0.657 2.018
5 C -1.885 0.130 -0.905
6 N 1.554 1.222 1.420
7 C -0.152 -0.795 -3.204
8 N 0.711 -1.581 -3.270
9 H -0.455 1.225 1.097
10 H -0.184 1.299 -1.593
11 H 1.704 2.093 0.931
12 H 2.397 0.667 1.494
13 H 1.631 -0.030 -0.930
14 H 0.609 -1.452 -0.489
15 H 0.945 -1.370 1.991
16 H -0.784 -1.185 1.717
17 H 0.000 -0.326 3.055
18 H -2.395 0.131 -1.874
19 H -2.094 -0.823 -0.416
20 H -2.318 0.970 -0.354


Entry 5:
ORCA calculation (ωB97M-V/def2-TZVPD) on C4H8N2O as an isolated structure at a distorted geometry.

## Properties
molar mass = 100.12 Da
multiplicity = 1
Kohn-Sham gap (alpha / beta) = 7.0789 / 6.8317 eV
electronic energy = -9298.326 eV
HOMO energy (alpha / beta) = -8.1 / -7.9 eV
LUMO energy (alpha / beta) = -0.99 / -1.04 eV
net charge = 0

CARTESIAN COORDINATES (ANGSTROEM)
1 C 0.495 -0.723 0.175
2 C 0.763 -1.536 -1.035
3 C -1.481 0.336 0.702
4 C -0.030 0.597 -0.074
5 N 1.025 0.970 1.421
6 N 0.087 1.357 -1.099
7 O 1.480 2.038 1.206
8 H 0.414 -1.247 1.122
9 H 0.200 2.340 -0.850
10 H 0.934 -2.588 -0.811
11 H 1.621 -1.096 -1.562
12 H -0.072 -1.456 -1.739
13 H -2.190 0.049 -0.069
14 H -1.681 1.333 1.094
15 H -1.565 -0.375 1.518


Entry 6:
ORCA calculation (ωB97M-V/def2-TZVPD) on one molecule with the formula C4H7N3S at a distorted geometry.

## Properties
molar mass = 129.19 Da
multiplicity = 1
Kohn-Sham gap = 8.3130 eV
electronic energy = -19566.511 eV
structure (SMILES) = [H]/N=C\N/C=C\C(N)=S
HOMO energy = -8.5 eV
LUMO energy = -0.16 eV
net charge = 0

CARTESIAN COORDINATES (ANGSTROEM)
1 H 1.953 0.657 -3.105
2 N 2.587 -0.145 -2.868
3 C 2.308 -0.698 -1.764
4 N 1.287 -0.423 -0.858
5 C 0.185 0.366 -1.122
6 C -0.825 0.674 -0.285
7 C -0.945 0.229 1.113
8 N 0.218 0.005 1.778
9 S -2.422 0.001 1.818
10 H 2.948 -1.508 -1.405
11 H 1.282 -0.976 -0.007
12 H 0.155 0.749 -2.142
13 H -1.692 1.193 -0.699
14 H 0.080 -0.187 2.750
15 H 1.047 0.574 1.513


Q: electronic energy of number 4 (C6H12N2)?
A: -9392.538 eV


Q: electronic energy of number 5 (C4H8N2O)?
A: -9298.326 eV


Repeat the third record exactly.
ORCA calculation (ωB97M-V/def2-TZVPD) on one molecule with the formula C4H9NO.

## Properties
molar mass = 87.12 Da
multiplicity = 1
Kohn-Sham gap = 7.4360 eV
electronic energy = -7828.515 eV
HOMO energy = -7.0 eV
LUMO energy = 0.45 eV
net charge = 0

CARTESIAN COORDINATES (ANGSTROEM)
1 C 2.256 -0.294 0.169
2 C 0.967 0.384 -0.282
3 C -0.227 -0.091 0.513
4 O -0.201 -0.930 1.371
5 N -1.524 0.542 0.204
6 C -2.649 -0.323 -0.517
7 H 2.203 -1.373 0.013
8 H 3.112 0.096 -0.387
9 H 2.437 -0.127 1.235
10 H 1.044 1.475 -0.162
11 H 0.770 0.208 -1.346
12 H -1.422 1.407 -0.326
13 H -2.274 -0.431 -1.545
14 H -2.506 -1.298 -0.025
15 H -1.985 0.756 1.085